No. 1
{
  "formula": "C33H40N5O7S3SeTi",
  "method": "wB97M-V/def2-TZVPD",
  "elements": ["Ti", "C", "C", "S", "C", "C", "S", "C", "C", "S", "H", "H", "H", "H", "H", "H", "H", "H", "H", "H", "H", "H", "O", "C", "O", "C", "C", "C", "N", "C", "C", "C", "O", "O", "H", "H", "H", "C", "O", "C", "C", "C", "C", "C", "C", "N", "C", "C", "C", "C", "C", "C", "C", "O", "H", "H", "H", "H", "H", "H", "H", "H", "H", "H", "H", "H", "H", "C", "N", "C", "C", "O", "N", "C", "C", "H", "H", "H", "H", "H", "H", "H", "H", "H", "H", "H", "H", "Se", "C", "N"],
  "xyz": [[-1.001, -0.289, -0.347], [-0.377, -3.717, 1.980], [1.054, -4.231, 1.919], [2.113, -3.247, 0.797], [3.567, -2.955, 1.863], [3.341, -2.034, 3.050], [2.445, -0.503, 2.575], [1.132, -0.445, 3.833], [0.170, -1.620, 3.808], [-0.568, -1.902, 2.140], [-0.909, -3.946, 1.056], [-0.913, -4.179, 2.812], [1.531, -4.211, 2.898], [1.052, -5.260, 1.554], [3.937, -3.926, 2.195], [4.300, -2.512, 1.191], [2.770, -2.517, 3.841], [4.310, -1.740, 3.454], [1.606, -0.366, 4.813], [0.619, 0.492, 3.608], [0.653, -2.549, 4.103], [-0.651, -1.428, 4.503], [-2.503, -5.294, -4.563], [-3.044, -5.425, -3.475], [-3.923, -6.105, -2.992], [-2.403, -4.360, -2.452], [-1.025, -4.170, -2.403], [-0.511, -3.131, -1.649], [-1.292, -2.273, -0.982], [-2.619, -2.495, -0.987], [-3.217, -3.524, -1.694], [-3.380, -1.505, -0.128], [-4.578, -1.522, -0.006], [-2.565, -0.659, 0.433], [-0.364, -4.816, -2.960], [0.559, -2.974, -1.554], [-4.285, -3.677, -1.657], [-1.100, 6.230, 1.752], [-0.896, 5.156, 0.852], [0.261, 4.456, 0.924], [1.287, 4.714, 1.826], [2.465, 3.989, 1.786], [2.654, 2.997, 0.839], [1.649, 2.729, -0.073], [0.456, 3.435, -0.032], [-0.538, 3.204, -1.009], [-1.835, 3.154, -0.717], [-2.322, 2.721, 0.539], [-3.540, 3.232, 1.033], [-4.037, 2.835, 2.247], [-3.358, 1.870, 2.990], [-2.189, 1.310, 2.515], [-1.645, 1.699, 1.283], [-0.616, 1.048, 0.767], [-2.027, 6.701, 1.432], [-0.288, 6.962, 1.708], [-1.214, 5.866, 2.779], [1.179, 5.499, 2.554], [3.248, 4.226, 2.487], [3.582, 2.453, 0.806], [1.762, 1.977, -0.840], [-0.256, 3.306, -1.977], [-2.537, 3.478, -1.479], [-4.060, 3.968, 0.441], [-4.952, 3.257, 2.629], [-3.764, 1.532, 3.931], [-1.692, 0.525, 3.069], [3.277, -0.370, -0.788], [2.725, -0.322, -2.125], [3.680, -0.628, -3.169], [1.399, -0.220, -2.321], [0.596, -0.378, -1.347], [0.961, 0.031, -3.581], [1.564, 1.039, -4.433], [-0.347, -0.389, -4.045], [3.986, 0.450, -0.653], [3.802, -1.314, -0.647], [2.482, -0.296, -0.044], [4.309, -1.450, -2.826], [4.323, 0.222, -3.399], [3.178, -0.954, -4.073], [2.396, 1.522, -3.930], [0.807, 1.793, -4.664], [1.902, 0.615, -5.379], [-0.739, -1.196, -3.427], [-0.237, -0.761, -5.065], [-1.058, 0.441, -4.059], [-4.711, 1.242, -2.024], [-3.085, 0.823, -1.869], [-1.911, 0.592, -1.768]],
  "forces_ev_per_a": [[1.07, -1.50, -0.70], [-0.05, 0.49, -0.04], [0.31, 0.22, -0.33], [0.21, -0.33, 0.15], [-0.51, -0.14, -0.25], [-0.21, 0.54, -0.13], [0.21, -0.03, 0.42], [0.46, -0.08, -0.27], [-0.24, 0.15, -0.58], [0.03, -0.64, 0.74], [-0.03, -0.08, 0.07], [-0.02, -0.02, -0.14], [-0.06, -0.08, 0.02], [-0.04, 0.03, 0.18], [0.18, 0.08, -0.02], [0.13, -0.11, -0.01], [0.04, -0.06, 0.02], [-0.05, -0.09, 0.12], [-0.19, 0.08, 0.01], [-0.02, 0.00, 0.13], [0.01, 0.03, 0.04], [0.06, -0.10, 0.00], [0.40, -0.08, -1.12], [0.89, 1.23, 1.21], [-0.93, -0.72, 0.34], [-0.46, -0.61, -0.77], [0.20, 0.49, 0.48], [0.46, -0.50, -0.33], [-0.30, -0.17, 0.17], [-0.81, -0.36, -0.01], [0.38, 0.49, 0.47], [-1.97, -2.04, -1.01], [0.71, 0.15, 0.17], [-0.66, 0.69, 1.22], [0.01, -0.05, -0.12], [-0.08, 0.06, -0.10], [-0.09, 0.02, 0.02], [-0.10, 0.29, 0.28], [0.31, -0.35, -0.21], [0.07, -0.05, -0.29], [-0.18, 0.03, 0.03], [-0.10, -0.04, -0.12], [0.00, -0.01, -0.14], [-0.19, 0.25, 0.06], [0.62, 0.17, 0.53], [-1.43, 0.40, -0.03], [1.25, 0.14, -0.21], [0.19, -0.49, 0.74], [0.19, -0.07, -0.11], [-0.05, 0.05, 0.03], [0.23, 0.07, -0.24], [0.33, 0.06, -0.15], [-1.38, 1.29, 0.79], [0.80, 0.96, 0.93], [0.06, 0.00, 0.07], [-0.07, -0.10, -0.06], [0.04, 0.01, -0.10], [-0.06, 0.09, 0.10], [0.10, -0.02, 0.12], [0.12, -0.13, 0.00], [0.09, -0.12, 0.00], [-0.23, 0.19, 0.09], [0.04, -0.23, -0.15], [-0.10, 0.12, -0.06], [-0.13, 0.04, -0.03], [-0.02, -0.02, 0.09], [-0.05, -0.02, -0.06], [-0.19, 0.18, 0.45], [-0.60, 0.03, 0.22], [0.16, -0.12, -0.40], [0.71, -0.06, -1.09], [1.01, -0.11, -0.41], [-0.08, 0.05, 0.67], [0.25, 0.08, -0.09], [-0.43, -0.29, -0.15], [0.04, -0.03, 0.01], [-0.01, 0.00, -0.01], [0.22, -0.02, -0.12], [-0.01, 0.04, 0.03], [-0.01, 0.04, 0.01], [-0.08, 0.02, -0.05], [0.08, 0.04, -0.02], [0.02, 0.01, 0.03], [0.06, -0.02, 0.01], [0.02, 0.12, -0.10], [0.01, -0.06, 0.04], [0.11, -0.12, 0.03], [-0.92, 0.23, -0.16], [0.76, 0.03, -0.35], [-0.52, 0.48, -0.50]],
  "total_energy_ev": -177616.440,
  "homo_energy_ev": -9.43,
  "de_lowest_ev": 2.286,
  "total_charge": 1,
  "gap_ha": 0.18521
}



No. 2
{
  "formula": "C33H41AsCuN7O3",
  "method": "wB97M-V/def2-TZVPD",
  "elements": ["Cu", "C", "N", "C", "N", "C", "N", "C", "N", "C", "C", "H", "H", "H", "H", "H", "H", "H", "H", "H", "H", "H", "H", "C", "C", "C", "C", "C", "C", "As", "C", "C", "C", "C", "C", "C", "C", "C", "C", "C", "C", "C", "H", "H", "H", "H", "H", "H", "H", "H", "H", "H", "H", "H", "H", "N", "C", "C", "C", "N", "H", "H", "H", "H", "C", "O", "H", "H", "H", "O", "C", "O", "C", "N", "C", "C", "C", "H", "H", "H", "H", "H", "H", "H", "H", "H"],
  "xyz": [[-0.525, -1.157, -0.961], [0.411, -3.889, -0.100], [0.639, -4.950, 0.865], [1.551, -4.453, 1.899], [1.012, -3.274, 2.582], [0.780, -2.234, 1.596], [-0.166, -2.674, 0.532], [-1.438, -3.069, 1.200], [-1.225, -4.119, 2.180], [-0.641, -5.279, 1.504], [-0.275, -3.640, 3.185], [-0.276, -4.239, -0.874], [1.360, -3.614, -0.565], [2.508, -4.195, 1.439], [1.717, -5.243, 2.632], [1.720, -1.956, 1.121], [0.354, -1.357, 2.084], [-2.136, -3.413, 0.438], [-1.855, -2.183, 1.679], [-1.337, -5.639, 0.744], [-0.477, -6.073, 2.233], [-0.109, -4.426, 3.922], [-0.694, -2.768, 3.688], [-3.238, 2.269, 5.145], [-2.011, 2.835, 4.836], [-1.365, 2.509, 3.649], [-1.949, 1.609, 2.768], [-3.174, 1.029, 3.089], [-3.821, 1.364, 4.268], [-1.157, 1.049, 1.066], [0.217, 2.431, 0.921], [1.428, 2.492, 1.596], [2.239, 3.618, 1.471], [1.841, 4.668, 0.645], [0.651, 4.589, -0.070], [-0.176, 3.477, 0.075], [-1.508, 3.308, -0.539], [-2.113, 4.198, -1.420], [-3.394, 3.945, -1.880], [-4.076, 2.803, -1.471], [-3.473, 1.900, -0.608], [-2.196, 2.159, -0.138], [-3.738, 2.530, 6.068], [-1.552, 3.541, 5.517], [-0.415, 2.974, 3.418], [-3.630, 0.313, 2.412], [-4.778, 0.917, 4.506], [1.723, 1.690, 2.264], [3.156, 3.696, 2.043], [2.450, 5.562, 0.578], [0.348, 5.416, -0.700], [-1.594, 5.091, -1.746], [-3.867, 4.639, -2.562], [-5.079, 2.618, -1.833], [-3.990, 0.997, -0.313], [1.179, -2.396, -3.169], [1.310, -3.065, -4.328], [0.040, -3.269, -4.813], [-0.805, -2.682, -3.859], [-0.104, -2.155, -2.864], [1.891, -2.076, -2.532], [2.274, -3.344, -4.717], [-0.243, -3.770, -5.721], [-1.879, -2.612, -3.866], [-3.205, -1.918, -1.489], [-2.333, -1.051, -0.821], [-3.565, -1.485, -2.432], [-4.079, -2.134, -0.865], [-2.742, -2.887, -1.727], [0.878, 1.163, -2.259], [1.616, 0.538, -1.498], [1.356, -0.549, -0.897], [3.013, 1.115, -1.251], [2.955, 2.540, -1.718], [4.182, 2.851, -2.526], [5.098, 1.652, -2.297], [4.121, 0.492, -2.098], [3.251, 1.092, -0.190], [2.809, 3.174, -0.922], [2.068, 2.543, -2.266], [4.605, 3.798, -2.201], [3.882, 2.941, -3.567], [5.695, 1.798, -1.395], [5.779, 1.501, -3.132], [4.570, -0.362, -1.597], [3.724, 0.165, -3.062]],
  "forces_ev_per_a": [[-0.03, -0.16, 0.07], [-0.01, -0.05, 0.05], [-0.02, 0.03, 0.00], [0.00, 0.00, 0.01], [-0.02, 0.00, -0.02], [0.01, -0.03, 0.02], [0.02, 0.11, -0.03], [-0.03, -0.01, 0.04], [0.03, 0.02, -0.01], [0.00, 0.00, 0.00], [0.01, -0.01, -0.01], [-0.01, 0.02, -0.02], [0.01, 0.00, -0.01], [0.00, 0.00, 0.00], [0.01, 0.00, 0.00], [0.01, 0.01, -0.01], [-0.01, 0.02, -0.01], [0.00, 0.00, 0.00], [-0.01, 0.01, -0.01], [0.00, 0.00, 0.00], [0.00, 0.00, 0.00], [0.00, 0.00, 0.01], [0.00, 0.00, 0.00], [0.01, 0.00, 0.00], [0.00, -0.01, 0.00], [0.00, 0.04, -0.01], [-0.07, -0.15, -0.07], [0.03, -0.04, -0.01], [0.00, 0.01, 0.03], [0.31, 0.25, -0.08], [-0.02, 0.03, 0.08], [-0.04, -0.02, 0.02], [0.06, 0.01, -0.05], [0.07, -0.03, -0.06], [-0.01, 0.02, 0.01], [-0.05, -0.01, -0.03], [-0.01, 0.03, 0.05], [0.03, 0.00, -0.01], [-0.02, -0.03, 0.00], [0.02, 0.05, -0.01], [-0.01, -0.05, 0.01], [0.04, 0.03, -0.02], [0.00, 0.00, 0.00], [0.00, 0.00, 0.00], [-0.02, 0.00, 0.01], [-0.01, 0.00, 0.00], [0.00, -0.01, -0.01], [0.02, -0.01, -0.02], [-0.01, -0.01, -0.01], [-0.01, -0.03, -0.01], [0.00, 0.01, 0.01], [-0.01, 0.00, 0.00], [-0.01, 0.00, 0.00], [0.00, -0.01, -0.01], [0.01, 0.00, -0.01], [0.10, 0.00, 0.05], [-0.04, -0.02, -0.04], [-0.01, 0.00, 0.04], [0.00, 0.01, -0.08], [-0.16, 0.09, 0.10], [-0.04, 0.02, 0.00], [0.01, 0.01, 0.02], [0.01, 0.01, 0.00], [0.00, 0.02, 0.05], [0.05, 0.10, 0.03], [-0.10, -0.25, -0.14], [-0.01, -0.01, -0.03], [-0.03, 0.02, -0.01], [0.00, -0.02, -0.01], [0.02, 0.00, 0.05], [-0.23, 0.11, -0.08], [0.29, -0.21, 0.05], [-0.01, -0.08, 0.00], [-0.24, 0.00, 0.18], [0.11, 0.02, -0.04], [-0.04, -0.04, 0.04], [0.05, 0.06, -0.02], [0.01, 0.04, 0.05], [0.05, 0.00, -0.03], [0.04, 0.07, -0.04], [-0.04, 0.01, 0.01], [-0.02, -0.02, 0.00], [0.01, 0.01, 0.00], [0.00, 0.01, 0.00], [0.00, -0.01, -0.01], [-0.03, 0.00, 0.01]],
  "total_energy_ev": -156932.826,
  "homo_energy_ev": [-10.70, -10.68],
  "de_lowest_ev": 0.000,
  "spin_multiplicity": 2,
  "total_charge": 1,
  "gap_ha": [0.31781, 0.28772]
}